Entry 1:
{
  "formula": "C4H6OS",
  "method": "ωB97M-V/def2-TZVPD",
  "symbols": ["C", "C", "C", "C", "O", "S", "H", "H", "H", "H", "H", "H"],
  "xyz": [[0.443271, -0.142322, -0.508790], [-0.071737, -0.155396, 0.674364], [0.859143, 0.485560, -1.806619], [-0.785677, 0.452570, 1.765159], [-0.863040, -2.690572, -0.217036], [0.291349, -1.931341, 0.267310], [0.813350, -0.280067, -2.596069], [1.832258, 0.814447, -1.589111], [0.340269, 1.437847, -2.047921], [-1.591433, -0.098440, 2.167661], [-1.096499, 1.465135, 1.316057], [-0.171254, 0.642580, 2.574994]],
  "forces_ev_per_a": [[-0.5, -1.3, 0.2], [0.3, -2.1, -0.8], [-1.3, -0.2, 0.7], [-0.9, 3.0, -2.0], [-0.6, -0.2, -0.1], [0.9, 2.3, -0.6], [0.1, 0.6, 0.2], [1.8, 0.1, -0.3], [-0.3, -0.9, 0.0], [-1.1, -0.7, -0.1], [-0.1, -1.2, 1.2], [1.6, 0.5, 1.6]],
  "gap_ev": 9.4,
  "e_homo_ev": -8.70,
  "e_above_lowest_ev": 3.020,
  "lumo_ha": 0.02756,
  "energy_ha": -629.336175,
  "molar_mass_da": 102.158
}

---

Entry 2:
{
  "formula": "C4H6OS2",
  "method": "ωB97M-V/def2-TZVPD",
  "symbols": ["O", "C", "S", "C", "C", "C", "S", "H", "H", "H", "H", "H", "H"],
  "xyz": [[1.216770, -1.285722, -2.399852], [0.541764, -0.601601, -1.682906], [-1.080196, 0.006986, -2.226179], [1.023042, -0.191238, -0.341268], [0.383425, 0.727341, 0.415772], [0.633701, 0.783080, 1.916537], [-0.579142, 0.205443, 3.094857], [-0.982321, -0.740468, -3.309787], [1.892339, -0.695243, 0.063378], [-0.350560, 1.407816, -0.054049], [0.922318, 1.817941, 2.161429], [1.513939, 0.117448, 2.063454], [-1.672051, 0.673930, 2.526749]],
  "forces_ev_per_a": [[-0.1, -0.4, -0.2], [0.7, 0.7, -0.1], [0.3, 0.0, 0.7], [-1.2, 1.1, 0.7], [-0.3, -1.0, 0.0], [1.8, 0.9, -1.2], [-0.1, -0.6, 0.3], [-0.1, -0.2, -0.5], [-0.2, -0.4, -0.1], [0.1, -0.6, 0.5], [0.0, -0.4, 0.2], [-0.5, 0.6, 0.3], [-0.5, 0.3, -0.3]],
  "gap_ev": 9.3,
  "e_homo_ev": -9.49,
  "e_above_lowest_ev": 1.065,
  "lumo_ha": -0.00562,
  "energy_ha": -1027.592422,
  "smiles": "O=C(S)/C=C/CS",
  "molar_mass_da": 134.225
}

---

Entry 3:
{
  "formula": "C4H6OS2",
  "method": "ωB97M-V/def2-TZVPD",
  "symbols": ["C", "S", "C", "S", "C", "C", "O", "H", "H", "H", "H", "H", "H"],
  "xyz": [[-1.961668, 1.271475, -1.491109], [-0.930271, 1.354283, 0.018506], [0.219432, 0.118053, -0.329036], [0.271565, -0.819318, -1.619555], [1.196970, -0.077043, 0.836588], [0.878083, -1.303136, 1.766220], [1.433383, -1.361362, 2.849323], [-2.442969, 0.295889, -1.571473], [-2.694083, 2.043801, -1.347940], [-1.413994, 1.489595, -2.392610], [2.171609, -0.258718, 0.459323], [1.286885, 0.767455, 1.544935], [0.167867, -2.062672, 1.433999]],
  "forces_ev_per_a": [[0.0, -0.1, 0.8], [-0.4, -0.1, -1.0], [0.6, 0.3, 1.8], [0.1, -0.7, -0.9], [-1.3, -0.3, 0.9], [1.3, 1.3, 1.1], [-0.9, -0.2, -1.5], [0.1, 0.1, 0.1], [-0.5, 0.3, 0.1], [0.4, 0.0, -0.1], [0.9, -0.2, -0.5], [-0.3, -0.2, -0.5], [-0.2, -0.2, -0.2]],
  "gap_ev": 8.7,
  "e_homo_ev": -8.95,
  "e_above_lowest_ev": 0.869,
  "lumo_ha": -0.00916,
  "energy_ha": -1027.599613,
  "smiles": "CSC(=S)CC=O",
  "molar_mass_da": 134.225
}

---

Entry 4:
{
  "formula": "C4H6OS2",
  "method": "ωB97M-V/def2-TZVPD",
  "symbols": ["C", "C", "C", "C", "O", "S", "S", "H", "H", "H", "H", "H", "H"],
  "xyz": [[0.597788, 0.030001, 0.697392], [-0.086757, 1.183217, 0.406859], [1.702811, -0.432766, -0.340000], [-1.911471, -0.886948, -0.431450], [0.428379, -0.595302, 1.728864], [-0.233220, 2.440588, -0.677859], [-1.109843, 2.257563, 1.344473], [1.359226, -0.353515, -1.379790], [2.026083, -1.476090, -0.094151], [2.538098, 0.109859, -0.188233], [-1.072370, -1.121574, -1.080514], [-2.239467, 0.102873, -0.530013], [-1.999256, -1.257905, 0.544421]],
  "forces_ev_per_a": [[3.8, -5.1, 0.1], [-4.4, 7.3, 0.2], [-3.3, -2.4, 0.6], [1.1, 0.3, -0.8], [-0.1, 0.7, -0.6], [2.5, -1.2, -4.0], [-0.5, -2.3, 3.5], [0.1, 0.1, 0.3], [-0.7, 0.7, -0.2], [2.8, 2.3, 0.3], [-0.3, -0.5, 0.1], [-0.9, 1.1, -0.4], [-0.1, -1.0, 1.0]],
  "gap_ev": [4.5, 6.2],
  "e_homo_ev": [-6.93, -8.65],
  "e_above_lowest_ev": 2.771,
  "lumo_ha": [-0.08788, -0.09144],
  "energy_ha": -1027.403620,
  "multiplicity": 3,
  "molar_mass_da": 134.225,
  "s_squared": 2.114
}

---

Entry 5:
{
  "formula": "C4H6OS3",
  "method": "ωB97M-V/def2-TZVPD",
  "symbols": ["C", "C", "O", "C", "S", "C", "S", "S", "H", "H", "H", "H", "H", "H"],
  "xyz": [[2.273786, 0.829670, 0.217561], [1.225035, -0.204689, -0.102863], [-0.077179, 0.315106, 0.197197], [-1.081152, -0.482985, -0.137247], [-0.892769, -2.081588, -0.447338], [-2.358237, 0.328579, -0.070605], [-2.396615, 1.981710, -0.443949], [-3.828883, -0.545927, 0.266427], [3.299405, 0.480108, -0.156103], [2.080785, 1.794452, -0.330696], [2.303922, 1.058660, 1.282758], [1.266310, -0.564262, -1.175697], [1.369909, -1.145187, 0.451966], [-3.184323, -1.763642, 0.448591]],
  "forces_ev_per_a": [[1.0, 0.8, -1.2], [0.8, -1.0, -0.7], [0.2, -0.4, -0.8], [0.4, 0.4, 0.8], [-0.7, 0.4, -0.2], [-0.9, 1.5, -0.8], [0.1, -2.5, 0.6], [1.0, -0.4, 0.1], [-1.4, 0.3, 0.7], [0.0, -0.9, 0.5], [0.1, -0.1, 0.0], [-0.2, 0.8, 0.9], [0.0, 0.4, 0.2], [-0.5, 0.8, -0.2]],
  "gap_ev": 7.3,
  "e_homo_ev": -8.88,
  "e_above_lowest_ev": 0.937,
  "lumo_ha": -0.05694,
  "energy_ha": -1425.769532,
  "smiles": "CCOC(=S)C(=S)S",
  "molar_mass_da": 166.292
}

---

Entry 6:
{
  "formula": "C4H6OS3",
  "method": "ωB97M-V/def2-TZVPD",
  "symbols": ["O", "C", "C", "S", "C", "S", "C", "S", "H", "H", "H", "H", "H", "H"],
  "xyz": [[1.060613, 0.099492, 1.778519], [0.515108, 0.837072, 0.715301], [0.568415, 0.372947, -0.721600], [1.551801, -1.093197, -1.016849], [-0.742325, 0.236182, 0.061660], [-1.981659, 1.442771, -0.532217], [-1.096656, -1.080687, 0.497450], [-2.418491, -1.885655, 0.033778], [1.607159, -0.588792, 1.409512], [0.556323, 1.898176, 0.904919], [0.516983, 1.109478, -1.522144], [2.664429, -0.468181, -1.276245], [-2.422497, 0.630111, -1.514612], [-0.379202, -1.509714, 1.182531]],
  "forces_ev_per_a": [[-0.3, 1.0, -0.5], [-0.5, -0.1, 0.1], [0.7, -0.2, 0.8], [-1.0, -0.8, -0.1], [0.2, 2.1, -0.7], [0.3, -0.8, 0.3], [-1.1, -1.0, 0.0], [0.2, 0.0, 0.2], [0.6, -0.6, -0.3], [-0.2, 0.1, 0.0], [0.2, -0.2, 0.3], [0.9, 0.6, -0.2], [0.0, 0.2, 0.1], [0.0, -0.3, 0.1]],
  "gap_ev": 8.4,
  "e_homo_ev": -8.84,
  "e_above_lowest_ev": 1.645,
  "lumo_ha": -0.01655,
  "energy_ha": -1425.743511,
  "smiles": "O[C@H]1[C@@H](S)[C@@]1(S)C=S",
  "molar_mass_da": 166.292
}